<A>
Entry from the OMol25 dataset: a 2-piece molecular cluster, C4H9S overall (ωB97M-V/def2-TZVPD).

Calculated values
- LUMO: 3.9 eV
- Net charge: -1
- Orbital gap: 6.58 eV

Positions of all 14 atoms, in Å:
C: -0.415 1.474 0.359
C: -0.805 0.043 -0.042
C: 0.203 -0.986 0.378
C: -0.043 -1.943 1.264
H: 0.516 1.758 -0.133
H: -1.196 2.166 0.044
H: -0.241 1.515 1.438
H: -0.915 0.007 -1.127
H: -1.777 -0.180 0.418
H: 1.164 -0.890 -0.124
H: 0.714 -2.673 1.527
H: -1.013 -2.042 1.742
S: 1.786 0.530 -2.307
H: 2.021 1.220 -3.436

***

<B>
Entry from the OMol25 dataset: a 2-piece molecular cluster, C4H9S overall (ωB97M-V/def2-TZVPD).

Calculated values
- LUMO: 3.7 eV
- Net charge: -1
- Orbital gap: 5.81 eV

Positions of all 14 atoms, in Å:
C: -0.356 0.867 -1.842
S: -0.355 -0.931 -2.208
H: -0.980 1.109 -0.974
H: -0.742 1.408 -2.703
H: 0.649 1.212 -1.603
C: 0.035 1.374 2.618
C: 0.673 0.032 2.382
C: 0.489 -0.694 1.289
H: -0.116 1.564 3.678
H: -0.885 1.411 2.044
H: 0.691 2.169 2.252
H: 1.322 -0.384 3.154
H: 0.964 -1.664 1.183
H: -0.143 -0.347 0.482

***

What should be chosen as the least stable of them? Choose <B>.

***

<A>
Entry from the OMol25 dataset: C30H39BrN4O3Y as an isolated structure (ωB97M-V/def2-TZVPD).

Calculated values
- LUMO: 2.8 eV
- Net charge: -1
- Orbital gap: 6.99 eV

Positions of all 78 atoms, in Å:
Y: -0.498 -0.183 0.635
C: 2.334 1.681 1.370
N: 2.399 0.960 0.100
C: 2.856 1.910 -0.912
C: 2.545 1.600 -2.376
C: 1.060 1.717 -2.747
N: 0.341 0.502 -2.494
C: -0.326 -0.008 -3.452
C: -1.063 -1.256 -3.393
C: -0.886 -2.134 -4.474
C: -1.423 -3.399 -4.494
C: -2.173 -3.838 -3.400
C: -2.439 -2.979 -2.371
C: -1.951 -1.651 -2.361
O: -2.493 -0.903 -1.423
C: 3.314 -0.162 0.295
C: 3.394 -1.218 -0.811
C: 2.023 -1.722 -1.292
N: 1.156 -1.973 -0.170
C: 1.098 -3.184 0.261
C: 0.548 -3.589 1.508
C: 0.307 -4.953 1.731
C: -0.162 -5.412 2.933
C: -0.391 -4.495 3.965
C: -0.143 -3.162 3.793
C: 0.321 -2.628 2.556
O: 0.561 -1.379 2.417
H: 3.324 2.095 1.640
H: 2.008 1.010 2.166
H: 1.620 2.498 1.288
H: 3.950 2.053 -0.815
H: 2.372 2.864 -0.693
H: 2.908 0.614 -2.662
H: 3.093 2.338 -2.973
H: 0.985 1.996 -3.819
H: 0.599 2.506 -2.147
H: -0.296 0.461 -4.454
H: -0.270 -1.796 -5.297
H: -1.253 -4.049 -5.342
H: -2.563 -4.846 -3.381
H: -3.051 -3.276 -1.531
H: 2.979 -0.677 1.200
H: 4.346 0.213 0.474
H: 3.962 -2.056 -0.392
H: 3.956 -0.846 -1.671
H: 2.176 -2.632 -1.901
H: 1.553 -0.951 -1.901
H: 1.556 -3.988 -0.343
H: 0.493 -5.646 0.918
H: -0.345 -6.468 3.085
H: -0.773 -4.858 4.911
H: -0.335 -2.460 4.594
C: -1.462 4.234 5.496
C: -1.361 3.251 4.369
C: -1.737 1.922 4.522
C: -1.567 1.039 3.473
C: -1.012 1.450 2.238
Br: -2.590 -1.822 1.497
N: -0.696 2.759 2.117
C: -0.862 3.603 3.127
H: -2.195 3.899 6.228
H: -1.749 5.220 5.133
H: -0.497 4.321 6.001
H: -2.155 1.580 5.461
H: -1.872 0.008 3.608
H: -0.569 4.631 2.929
C: -2.098 0.442 -1.055
H: -3.014 0.814 -0.564
H: -1.964 1.043 -1.963
C: -1.925 5.312 -0.607
C: -0.421 5.064 -0.518
O: -0.077 3.720 -0.353
H: -2.118 6.379 -0.706
H: -2.416 4.938 0.289
H: -2.339 4.802 -1.472
H: -0.008 5.676 0.304
H: 0.056 5.391 -1.452
H: -0.391 3.397 0.536

***

<B>
Entry from the OMol25 dataset: C30H39BrN4O3Y as an isolated structure (ωB97M-V/def2-TZVPD).

Calculated values
- LUMO: 2.6 eV
- Net charge: -1
- Orbital gap: 6.05 eV

Positions of all 78 atoms, in Å:
Y: 0.703 -0.088 0.885
C: 1.430 -2.509 2.959
N: 1.851 -2.626 1.555
C: 3.313 -2.747 1.536
C: 4.048 -2.530 0.208
C: 4.136 -1.090 -0.320
N: 2.904 -0.517 -0.814
C: 2.918 -0.119 -2.028
C: 1.879 0.525 -2.791
C: 2.052 0.545 -4.182
C: 1.158 1.147 -5.034
C: 0.060 1.814 -4.494
C: -0.130 1.842 -3.139
C: 0.742 1.187 -2.228
O: 0.502 1.263 -0.965
C: 1.172 -3.818 1.036
C: 1.281 -4.141 -0.460
C: 1.043 -2.935 -1.381
N: 0.020 -2.113 -0.800
C: -1.172 -2.316 -1.220
C: -2.366 -1.910 -0.561
C: -3.591 -2.132 -1.198
C: -4.785 -1.876 -0.573
C: -4.769 -1.358 0.727
C: -3.592 -1.162 1.394
C: -2.327 -1.432 0.793
O: -1.241 -1.327 1.452
H: 1.712 -3.403 3.542
H: 0.346 -2.396 2.999
H: 1.883 -1.636 3.429
H: 3.595 -3.748 1.914
H: 3.706 -2.004 2.232
H: 3.671 -3.180 -0.578
H: 5.081 -2.837 0.399
H: 4.903 -1.089 -1.120
H: 4.490 -0.454 0.496
H: 3.836 -0.288 -2.624
H: 2.925 0.053 -4.595
H: 1.310 1.123 -6.104
H: -0.634 2.329 -5.146
H: -0.966 2.387 -2.722
H: 0.110 -3.679 1.259
H: 1.524 -4.715 1.586
H: 0.509 -4.891 -0.662
H: 2.244 -4.597 -0.693
H: 0.761 -3.300 -2.386
H: 1.953 -2.352 -1.472
H: -1.321 -2.937 -2.126
H: -3.580 -2.525 -2.208
H: -5.723 -2.072 -1.074
H: -5.709 -1.121 1.210
H: -3.585 -0.772 2.402
C: -1.361 5.622 1.238
C: -0.459 4.698 2.002
C: 0.732 5.132 2.588
C: 1.457 4.233 3.342
C: 1.135 2.865 3.464
Br: 3.006 0.639 2.324
N: 0.024 2.497 2.767
C: -0.791 3.372 2.147
H: -1.270 6.644 1.605
H: -2.398 5.300 1.326
H: -1.103 5.622 0.178
H: 1.049 6.165 2.483
H: 2.340 4.574 3.870
H: -1.726 2.983 1.768
C: -0.301 1.103 2.711
H: -1.387 0.982 2.653
H: 0.056 0.641 3.642
C: -3.804 1.536 -1.668
C: -3.232 1.986 -0.327
O: -2.059 1.312 0.041
H: -4.705 2.099 -1.900
H: -4.047 0.476 -1.630
H: -3.079 1.697 -2.464
H: -3.960 1.762 0.458
H: -3.064 3.076 -0.347
H: -1.336 1.512 -0.588

***

What should be chosen as the least stable of them? Choose <A>.

***

<A>
Entry from the OMol25 dataset: a 3-piece molecular cluster, C2H9O3 overall (ωB97M-V/def2-TZVPD).

Calculated values
- LUMO: 4.0 eV
- Net charge: -1
- Orbital gap: 7.84 eV

Positions of all 14 atoms, in Å:
C: -1.069 -0.286 0.474
O: 0.297 -0.254 0.053
C: -1.257 0.071 1.924
H: -1.643 0.493 0.034
H: -1.520 -1.256 0.284
H: -0.560 0.987 2.083
H: -2.286 0.377 2.195
H: -1.030 -0.709 2.613
H: 1.732 -1.916 -1.733
H: 2.091 -0.433 -2.107
O: 2.302 -1.385 -2.226
H: 1.500 2.210 -1.198
H: 0.367 0.594 -0.649
O: 1.075 1.508 -1.747

***

<B>
Entry from the OMol25 dataset: a 3-piece molecular cluster, C2H9O3 overall (ωB97M-V/def2-TZVPD).

Calculated values
- LUMO: 4.4 eV
- Net charge: -1
- Orbital gap: 8.23 eV

Positions of all 14 atoms, in Å:
C: 0.668 -0.927 0.207
O: -0.297 -0.125 0.759
C: 1.456 -0.269 -0.957
H: 0.347 -1.916 -0.134
H: 1.410 -1.150 1.049
H: 1.684 0.789 -0.799
H: 0.795 -0.310 -1.824
H: 2.378 -0.821 -1.135
H: -2.285 -1.362 -0.233
H: -1.647 -0.197 -0.847
O: -2.177 -0.972 -1.111
H: 1.298 1.983 1.386
H: 0.155 1.147 1.054
O: 0.398 2.235 1.140

***

What should be chosen as the least stable of them? Choose <A>.

***

<A>
Entry from the OMol25 dataset: C5H6OS2 as an isolated structure (ωB97M-V/def2-TZVPD).

Calculated values
- LUMO: 0.1 eV
- Net charge: 0
- Orbital gap: 8.64 eV

Positions of all 14 atoms, in Å:
C: 1.453 0.820 0.033
C: 1.499 -0.684 0.027
C: 1.103 -0.642 1.523
C: 0.257 0.588 1.032
C: -0.874 -0.004 0.200
H: 0.870 2.279 -0.993
H: 2.282 1.274 0.647
H: 2.425 -1.175 -0.395
H: 1.919 -0.312 2.163
H: 0.552 -1.486 1.927
H: -0.029 1.379 1.751
O: 1.258 1.376 -1.167
S: -2.420 0.312 0.109
S: 0.001 -1.152 -0.899

***

<B>
Entry from the OMol25 dataset: an isolated molecule of C5H6OS2 (ωB97M-V/def2-TZVPD).

Calculated values
- LUMO: -0.2 eV
- SMILES: O[C@H]1[C@@H]2C[C@H]1SC2=S
- Net charge: 0
- Orbital gap: 8.25 eV

Positions of all 14 atoms, in Å:
O: -0.543 -1.598 1.064
C: -0.728 -0.316 0.598
C: 0.610 0.685 0.405
C: -0.250 1.138 -0.829
C: -0.886 -0.291 -0.862
S: 0.651 -1.149 -1.466
C: 1.601 -0.424 -0.155
S: 3.121 -1.037 0.372
H: -0.655 -1.555 2.183
H: -1.591 0.199 1.114
H: 0.877 1.277 1.355
H: -0.991 1.775 -0.671
H: 0.565 1.500 -1.644
H: -1.780 -0.206 -1.465

***

<C>
Entry from the OMol25 dataset: C5H6OS2 as an isolated structure (ωB97M-V/def2-TZVPD).

Calculated values
- LUMO: -1.8 eV
- Net charge: 0
- Orbital gap: 6.98 eV

Positions of all 14 atoms, in Å:
C: 0.041 1.294 -1.453
C: 0.257 -0.178 -1.167
C: 0.433 -0.333 0.291
C: -0.801 -0.115 1.107
C: -0.427 -1.129 2.257
H: 0.048 1.413 -2.546
H: 1.209 0.100 0.988
H: -1.612 -0.646 0.400
H: -1.260 1.022 1.405
H: 0.046 -0.458 3.216
H: -1.278 -1.697 2.569
O: 0.309 -1.008 -2.008
S: -0.185 2.748 -0.674
S: 0.395 -2.054 0.913

***

What should be chosen as the least stable of them? Choose <C>.